Entry a
DFT (ωB97M-V/def2-TZVPD) results for an isolated molecule of H5N3.

## Properties
- SMILES string = NNN
- M (g mol⁻¹) = 47.1
- HOMO level (eV) = -9.12
- Kohn-Sham gap (eV) = 10.27

Structure (ORCA input):
```
! wB97M-V def2-TZVPD RIJCOSX def2/J DEFGRID3
* xyz 0 1
N -1.31934 0.13873 0.02038
N 1.28865 0.21761 0.05222
N 0.01297 0.86252 0.07435
H -1.19562 -0.85184 -0.32976
H -1.53462 0.22474 1.02434
H 1.49956 -0.33836 0.91159
H 1.25156 -0.29806 -0.76192
H 0.08396 1.29802 -0.89131
*
```

Entry b
DFT (ωB97M-V/def2-TZVPD) results for a cluster of 2 separate species, H5N3 in total.

## Properties
- M (g mol⁻¹) = 47.1
- HOMO level (eV) = -7.97
- Kohn-Sham gap (eV) = 8.56

Structure (ORCA input):
```
! wB97M-V def2-TZVPD RIJCOSX def2/J DEFGRID3
* xyz 0 1
N -0.29350 0.88217 0.56837
N -0.22963 -0.54906 -0.99947
N -0.20140 -0.46046 0.33790
H 0.59992 1.36523 0.77520
H -0.54740 0.78102 1.59004
H -0.69489 -1.37307 -1.46538
H 0.02179 0.17882 -1.59036
H 1.34511 -0.82464 0.78368
*
```

Which is less stable than every other structure shown? entry b is.